A 2-piece molecular cluster, C9H13ClF3NSi overall at a distorted geometry, computed with wB97M-V/def2-TZVPD.

```
28
Properties=species:S:1:pos:R:3:nbo_charge:R:1
C 3.95202 1.17206 0.22244 -0.262
C 3.50268 1.26070 -1.15052 -0.287
C 3.11373 0.29543 0.87733 -0.052
C 2.50356 0.27314 -1.30913 -0.055
C -2.02649 -1.68548 1.28996 -1.056
C -1.57856 -0.29917 -1.73835 -1.047
C -3.72731 0.92531 0.30358 -1.014
C 1.37162 -1.33697 0.15367 0.843
C -0.71203 1.15366 0.99604 -0.052
N 2.29188 -0.32916 -0.08491 -0.442
F 1.03724 -2.10988 -0.93245 -0.343
F 1.61530 -2.20727 1.10213 -0.308
F -0.41171 0.90700 2.25840 -0.341
Si -2.02023 -0.06252 0.18598 1.430
Cl 0.42357 2.14349 0.14695 -0.002
H 4.66429 1.74013 0.62647 0.216
H 3.91951 1.96757 -1.92873 0.239
H 3.00425 0.06167 1.88972 0.222
H 1.88707 -0.10505 -2.17166 0.239
H -2.91288 -2.25085 0.97987 0.234
H -1.02438 -2.20187 0.95913 0.242
H -2.13283 -1.34009 2.25126 0.232
H -0.64215 0.19461 -1.81842 0.236
H -1.55484 -1.35633 -1.86622 0.238
H -2.45590 0.21074 -2.15833 0.236
H -3.71043 1.62656 -0.40877 0.217
H -4.55019 0.05850 0.10120 0.216
H -3.82679 1.29409 1.22337 0.218
```

charge: 0
gap between HOMO and LUMO (alpha / beta): 8.67 / 7.21 eV
E_HOMO (alpha / beta): -8.4 / -7.7 eV
ΔE to the lowest compared entry with this formula, charge and spin: 294.8 kJ/mol

=====

C16H14BN7Pt as an isolated structure at a distorted geometry, computed with wB97M-V/def2-TZVPD.

```
39
Properties=species:S:1:pos:R:3:lowdin_spin:R:1
Pt 6.43117 7.97089 10.40215 1.203
C 4.32800 5.12809 8.45652 0.008
C 5.10456 5.55600 9.53499 0.025
N 5.94021 6.52899 9.09367 0.134
N 5.61065 6.80678 7.72765 0.015
C 4.74830 5.85695 7.34189 0.011
B 5.91043 8.21330 7.19537 0.002
N 5.16821 9.27571 8.13791 0.008
C 4.72940 10.52174 7.89216 0.015
C 4.35811 11.18803 9.09728 0.005
C 4.49908 10.21935 10.04237 0.023
N 5.02846 9.10394 9.48328 0.133
N 7.42192 8.36872 7.61158 0.003
C 8.57580 8.53659 6.91072 0.000
C 9.68597 8.50789 7.78866 0.004
C 9.14778 8.28749 9.06271 0.028
N 7.77896 8.24190 8.93384 0.118
H 3.57001 4.38466 8.55229 0.001
H 5.19331 5.20476 10.54395 0.004
H 4.31724 5.83263 6.32802 0.001
H 5.71801 8.36871 6.01473 0.000
H 4.71469 10.94253 6.88932 0.002
H 4.17044 12.23887 9.17330 0.001
H 4.40021 10.41121 11.10739 0.001
H 8.59870 8.51606 5.82613 0.001
H 10.76018 8.45106 7.56689 0.001
H 9.64527 8.15417 10.04799 0.007
N 5.33786 8.37549 17.48831 0.008
C 5.61840 8.51114 16.37874 0.002
C 5.81690 8.53497 14.98051 0.014
C 4.82647 7.85549 14.27230 -0.003
C 4.89560 7.68030 12.92348 0.028
C 6.05747 8.25272 12.32387 0.112
C 7.01959 9.01378 13.00314 0.065
C 6.91244 9.13959 14.39998 0.003
H 3.95144 7.52912 14.87588 0.000
H 4.27707 7.00760 12.36585 0.002
H 7.88749 9.33454 12.44617 0.014
H 7.62972 9.75264 14.96290 0.000
```

charge: 0
spin multiplicity: 3
gap between HOMO and LUMO (alpha / beta): 7.99 / 7.69 eV
<S²>: 2.01
E_HOMO (alpha / beta): -7.5 / -8.2 eV

=====

One molecule with the formula C4H11NO4 at a distorted geometry, computed with wB97M-V/def2-TZVPD.

```
20
Properties=species:S:1:pos:R:3:nbo_charge:R:1
C -1.21457 0.05224 1.41416 -0.650
C -1.03667 -0.65006 0.09316 0.129
C -0.96190 -2.15335 0.27707 -0.639
O 0.07141 -0.37787 -1.06893 -0.574
C 0.63015 0.84876 -1.26068 0.951
O -0.20158 1.76475 -1.92682 -0.711
O 1.78956 0.64237 -2.04200 -0.713
O 0.98349 1.45445 0.02520 -0.479
N 1.94925 0.80235 0.88031 -0.511
H -0.43827 -0.21925 2.13451 0.225
H -2.15548 -0.27004 1.87914 0.230
H -1.31047 1.13360 1.29267 0.226
H -1.87727 -0.40292 -0.55589 0.188
H -1.92132 -2.55471 0.62377 0.221
H -0.76109 -2.66351 -0.67075 0.233
H -0.12451 -2.43372 0.92176 0.209
H -0.61398 2.30853 -1.23999 0.484
H 2.34330 1.43001 -1.99562 0.481
H 2.07665 -0.10761 0.42550 0.355
H 2.77330 1.39598 0.79342 0.344
```

charge: 0
gap between HOMO and LUMO: 10.36 eV
structure (SMILES): CC(C)OC(O)(O)ON
E_HOMO: -9.6 eV
ΔE to the lowest compared entry with this formula, charge and spin: 305.4 kJ/mol

=====

C2H3FOTb as an isolated structure at a distorted geometry, computed with wB97M-V/def2-TZVPD.

```
8
Properties=species:S:1:pos:R:3:lowdin_spin:R:1
H 0.15966 1.63029 -0.23498 0.006
O -0.30902 0.91045 0.62149 0.079
C 0.23118 -0.16066 -0.01672 0.126
C 0.13607 -1.11228 -1.11598 0.685
Tb -1.96305 1.14608 2.19071 4.900
H 0.85947 -0.67943 0.74058 0.032
H -0.08070 0.38630 -1.20318 0.015
F 0.96638 -2.12075 -0.98193 0.157
```

charge: +3
spin multiplicity: 7
gap between HOMO and LUMO (alpha / beta): 8.14 / 8.29 eV
<S²>: 12.54
E_HOMO (alpha / beta): -24.1 / -25.1 eV
ΔE to the lowest compared entry with this formula, charge and spin: 439.3 kJ/mol

=====

An isolated ion of composition C9H8N3 and charge +1 at a distorted geometry, computed with wB97M-V/def2-TZVPD.

```
20
Properties=species:S:1:pos:R:3:nbo_charge:R:1
C -0.69909 0.49492 -3.16883 0.252
N 0.39207 -0.02547 -3.53266 -0.315
C 1.17439 -0.44752 -2.45008 -0.325
C 0.34076 -0.13957 -1.27704 0.151
C 0.35494 -0.11881 0.18726 0.140
C 1.22562 -0.63846 1.13113 -0.191
C 0.83352 -0.60306 2.44167 -0.154
C -0.39631 0.03549 2.76549 -0.202
C -1.21761 0.54874 1.77177 -0.004
N -0.80447 0.49698 0.45049 -0.256
C -1.55500 0.86575 -0.64623 0.136
N -0.80823 0.45862 -1.72346 -0.298
H -1.53214 0.98956 -3.61888 0.235
H 2.24593 0.08628 -2.54256 0.292
H 1.47583 -1.60775 -2.67091 0.292
H 2.09088 -1.12837 0.91487 0.246
H 1.25792 -1.03213 3.33041 0.247
H -0.58409 -0.03360 3.84251 0.256
H -2.21300 0.92624 2.11914 0.256
H -2.52675 1.11463 -0.46146 0.242
```

charge: +1
gap between HOMO and LUMO: 8.07 eV
structure (SMILES): C1=NCc2c3cccc[n+]3cn21
E_HOMO: -12.3 eV
ΔE to the lowest compared entry with this formula, charge and spin: 136.8 kJ/mol

=====

An isolated ion of composition C5H10NO and charge -1 at a distorted geometry, computed with wB97M-V/def2-TZVPD.

```
17
Properties=species:S:1:pos:R:3:nbo_charge:R:1
C -0.36131 -0.50490 2.32343 -0.587
C 0.42724 -0.39069 1.23745 0.258
N 1.64666 -1.08554 1.16321 -0.833
C 0.06965 0.68936 0.21891 -0.458
C -0.43595 -0.03933 -1.00777 -0.473
C -0.61146 0.90006 -2.32389 0.058
O -0.57017 0.32668 -3.48610 -0.912
H -0.21408 -1.22280 3.12582 0.170
H -1.34180 -0.04826 2.27715 0.196
H 1.92025 -1.49884 0.29178 0.382
H 1.65058 -1.73258 1.93894 0.358
H 0.99047 1.20164 -0.11270 0.207
H -0.51573 1.41862 0.76251 0.212
H 0.15432 -0.84783 -1.44577 0.201
H -1.45940 -0.38004 -0.79979 0.179
H -1.54329 1.47676 -2.07044 0.041
H 0.19403 1.73769 -2.09273 0.002
```

charge: -1
gap between HOMO and LUMO: 6.09 eV
structure (SMILES): C=C(N)CCC[O-]
E_HOMO: -2.4 eV
ΔE to the lowest compared entry with this formula, charge and spin: 79.7 kJ/mol

=====

One molecule with the formula C3H9N3S at a distorted geometry, computed with wB97M-V/def2-TZVPD.

```
16
Properties=species:S:1:pos:R:3:nbo_charge:R:1
C -0.67560 1.51177 -0.87582 -0.664
C -0.58694 0.14693 -0.27810 0.330
N -1.65747 -0.56519 -0.24620 -0.250
N -1.51784 -1.80322 0.30660 -0.659
N 0.61337 -0.32806 0.23563 -0.624
C 1.58717 0.63170 0.83662 -0.414
S 1.41800 -1.40912 -0.82286 0.141
H -1.61713 1.73103 -1.33899 0.243
H 0.05254 1.59565 -1.69224 0.215
H -0.48874 2.31560 -0.16113 0.215
H -2.42267 -2.11311 0.69147 0.366
H -0.80598 -1.79840 1.02856 0.350
H 1.96745 1.34146 0.03043 0.185
H 1.10483 1.17482 1.65683 0.211
H 2.41627 0.04645 1.22347 0.221
H 0.61274 -2.47832 -0.59427 0.134
```

charge: 0
gap between HOMO and LUMO: 9.31 eV
structure (SMILES): C/C(=N/N)N(C)S
E_HOMO: -8.4 eV
ΔE to the lowest compared entry with this formula, charge and spin: 181.7 kJ/mol